A.
This record from the OMol25 dataset describes the molecule C3H8O3. The level of theory is the ωB97M-V functional and the def2-TZVPD basis.

Summary:
Lowest unoccupied orbital energy: 0.73 eV
HOMO level: -10.03 eV
SMILES: OCC(O)CO
Molar mass: 92.09 g/mol
Multiplicity: 1

Each line ends with the Mulliken charge.
Geometry (Å):
O: -0.9922 0.0894 -1.2293  -0.6196
C: 0.3819 0.4120 -1.2970  -0.1891
C: 0.8855 -0.0994 -0.0096  -0.6630
O: 0.6489 -1.4652 0.1434  -0.6092
C: 0.3431 0.7890 1.1290  -0.2302
O: -1.0775 0.2873 1.1933  -0.6385
H: -1.3973 0.3875 -0.4216  0.4931
H: 0.5333 1.5203 -1.0983  0.2284
H: 0.9478 0.0115 -2.2021  0.2846
H: 1.9305 -0.0623 0.1360  0.5467
H: -0.3189 -1.6145 -0.1229  0.4530
H: 0.8727 0.7501 2.0909  0.2929
H: 0.2268 1.8510 0.8176  0.2871
H: -1.0912 -0.7450 1.0068  0.3639

B.
This record from the OMol25 dataset describes a cluster of 2 separate species, C3H8O3 in total. The level of theory is the ωB97M-V functional and the def2-TZVPD basis.

Summary:
Lowest unoccupied orbital energy: 0.36 eV
HOMO level: -10.28 eV
SMILES: O=CO.CCO
Molar mass: 92.09 g/mol
Multiplicity: 1

Each line ends with the Mulliken charge.
Geometry (Å):
O: 2.8626 1.5086 -1.1817  -0.4009
C: 3.4448 0.4545 -1.0191  0.1613
O: 2.6428 -0.7117 -0.8155  -0.4148
H: 4.3773 0.4174 -1.5144  0.3438
H: 2.1675 -0.5397 -1.6055  0.3029
C: -2.0892 -0.1998 1.7025  -0.9278
C: -1.4677 -0.4224 0.2365  -0.2289
O: -1.5695 0.7703 -0.5982  -0.5125
H: -3.1248 0.1819 1.4564  0.2516
H: -1.8165 -0.8248 2.5921  0.3450
H: -1.5438 0.8683 2.0796  0.2073
H: -1.9219 -1.2653 -0.2235  0.3666
H: -0.4356 -0.6612 0.3934  0.2076
H: -1.5261 0.4240 -1.5026  0.2988

Verdict on stability: B comes out at the bottom.

A.
This record from the OMol25 dataset describes a cluster of 2 separate species, C3H8O3 in total. The level of theory is the ωB97M-V functional and the def2-TZVPD basis.

Summary:
Lowest unoccupied orbital energy: 0.70 eV
HOMO level: -10.41 eV
SMILES: O=CO.CCO
Molar mass: 92.09 g/mol
Multiplicity: 1

Each line ends with the Mulliken charge.
Geometry (Å):
O: 0.1950 -1.8087 -1.8571  -0.4923
C: -0.3655 -1.9197 -0.7702  0.1216
O: -1.5287 -1.3647 -0.3695  -0.3539
H: 0.0841 -2.6633 -0.0598  0.3736
H: -1.6902 -0.7594 -1.1206  0.3414
C: 0.0456 0.6717 1.7677  -0.8043
C: 0.3403 1.4998 0.4761  -0.0948
O: 1.4024 2.4375 0.5100  -0.5382
H: 0.2790 -0.4024 1.6960  0.1619
H: 0.5323 1.1355 2.6740  0.3169
H: -1.0546 0.7092 1.9559  0.2652
H: -0.5766 2.1633 0.3890  0.1790
H: 0.4474 0.9453 -0.4934  0.2088
H: 1.0460 3.2959 0.2833  0.3152

B.
This record from the OMol25 dataset describes the molecule C3H8O3. The level of theory is the ωB97M-V functional and the def2-TZVPD basis.

Summary:
Lowest unoccupied orbital energy: 0.68 eV
HOMO level: -9.94 eV
SMILES: OCC(O)CO
Molar mass: 92.09 g/mol
Multiplicity: 1

Each line ends with the Mulliken charge.
Geometry (Å):
O: -1.4896 -0.8775 -0.4426  -0.5356
C: -0.9836 -0.1417 0.6179  -0.5179
C: 0.1077 0.6927 0.2414  0.3391
O: -0.4709 0.9515 -1.1127  -0.6800
C: 1.3830 0.1390 0.1420  -0.8591
O: 1.3531 -1.0468 -0.5157  -0.5955
H: -0.8413 -1.6508 -0.6385  0.3994
H: -0.7577 -1.0299 1.5237  0.2700
H: -1.7813 0.5125 1.0576  0.3096
H: 0.0980 1.8174 0.6985  0.2859
H: -1.2638 0.3252 -0.9238  0.4532
H: 2.1075 0.6321 -0.5697  0.3611
H: 1.8074 0.0166 1.1863  0.3255
H: 0.7315 -0.3401 -1.2643  0.4443

Verdict on stability: B comes out at the bottom.

A.
This record from the OMol25 dataset describes a cluster of 6 separate species, CH11O7 in total. The level of theory is the ωB97M-V functional and the def2-TZVPD basis.

Summary:
Lowest unoccupied orbital energy: 3.57 eV
HOMO level: -5.54 eV
Molar mass: 135.09 g/mol
Charge: -1
Multiplicity: 1

Each line ends with the Mulliken charge.
Geometry (Å):
O: -0.4168 0.5827 -2.1950  -0.7293
C: -0.1033 1.5261 -1.4054  -0.1334
O: 0.1834 1.4131 -0.2011  -0.5229
H: 0.0707 2.5322 -1.7950  0.4271
H: 2.6370 -0.7740 -2.2349  0.2966
H: 1.4509 -0.7835 -1.4102  0.2538
O: 2.0396 -1.4373 -1.8620  -0.6231
H: -1.8319 0.8591 2.6689  0.3135
H: -1.9418 -0.4793 2.2133  0.3344
O: -2.5523 0.2435 2.4558  -0.6434
H: -0.9917 -0.9272 -1.5851  0.4295
H: -0.4085 -2.1925 -0.9277  0.3346
O: -1.1296 -1.5599 -0.8324  -0.7270
H: 0.2408 0.7110 3.0486  0.2199
H: 1.1336 0.9659 1.7059  0.3516
O: 1.0808 0.9498 2.6681  -0.5919
H: -0.0628 -0.8105 0.3551  0.3285
H: 1.5505 -0.7804 0.4804  0.2970
O: 0.7417 -1.1630 0.8174  -0.6156

B.
This record from the OMol25 dataset describes a cluster of 6 separate species, CH11O7 in total. The level of theory is the ωB97M-V functional and the def2-TZVPD basis.

Summary:
Lowest unoccupied orbital energy: 3.63 eV
HOMO level: -6.09 eV
Molar mass: 135.09 g/mol
Charge: -1
Multiplicity: 1

Each line ends with the Mulliken charge.
Geometry (Å):
O: -0.8789 0.8401 1.9032  -0.7645
C: -1.3023 1.4855 0.9264  0.0339
O: -1.5934 0.9910 -0.2352  -0.8300
H: -1.2133 2.5656 0.9342  0.4618
H: 0.9927 -0.6255 1.1609  0.4388
H: 1.1488 0.5715 1.9464  0.3439
O: 1.6589 0.0642 1.3650  -0.7314
H: 2.3755 0.4713 -0.0707  0.4774
H: 1.9892 0.2689 -1.5632  0.2756
O: 2.6961 0.7034 -1.0369  -0.7366
H: -0.9411 -2.0548 1.0629  0.3948
H: -0.6668 -0.7947 1.7235  0.3646
O: -0.2655 -1.6993 1.7627  -0.8566
H: -0.7916 -2.1266 -1.4291  0.2802
H: -1.3922 -0.8025 -0.7523  0.4732
O: -1.3669 -1.7241 -0.7027  -0.6609
H: 0.5444 0.6582 -2.6967  0.2386
H: -0.7573 0.8680 -1.8784  0.3870
O: -0.2364 0.3397 -2.4201  -0.5898

Verdict on stability: A comes out at the bottom.

A.
This record from the OMol25 dataset describes a cluster of 2 separate species, C5H11NO2 in total. The level of theory is the ωB97M-V functional and the def2-TZVPD basis.

Summary:
Lowest unoccupied orbital energy (spin up / spin down): 3.73 / 2.93 eV
HOMO level (spin up / spin down): -3.42 / -3.47 eV
Molar mass: 117.15 g/mol
Charge: -1
Multiplicity: 2

Each line ends with the Mulliken spin population.
Geometry (Å):
C: 1.0639 0.5829 -0.8365  0.0667
N: 2.2361 -0.0494 -1.4618  0.0154
C: 2.5367 -1.2701 -1.0728  -0.0013
O: 1.9621 -2.0742 -0.2805  0.0038
C: -0.2795 -0.2143 -0.8996  -0.0071
C: -1.5115 0.5561 -0.4474  0.7686
C: -2.2274 0.2770 0.8045  0.0094
O: -1.6620 1.0164 1.9464  0.0840
H: 0.8839 1.4637 -1.4652  -0.0144
H: 1.2068 0.8639 0.2165  -0.0067
H: 0.7872 -0.2274 2.2708  0.0028
H: 3.4621 -1.6695 -1.5328  0.0016
H: -0.4189 -0.2972 -1.9900  0.0345
H: 0.6255 -0.1550 2.9915  -0.0023
H: -2.0454 1.0126 -1.2668  0.0035
H: -0.2079 -1.1434 -0.3406  0.0178
H: -2.0326 -0.7714 1.0641  0.0168
H: -3.3046 0.4770 0.8151  0.0203
H: -1.0745 1.6221 1.4850  -0.0135

B.
This record from the OMol25 dataset describes the ion C5H11NO2 with charge -1. The level of theory is the ωB97M-V functional and the def2-TZVPD basis.

Summary:
Lowest unoccupied orbital energy (spin up / spin down): 3.59 / 3.54 eV
HOMO level (spin up / spin down): 0.35 / -3.06 eV
Molar mass: 117.15 g/mol
Charge: -1
Multiplicity: 2

Each line ends with the Mulliken spin population.
Geometry (Å):
C: -1.0135 1.0426 -1.5286  0.0258
C: -0.2005 0.6217 -0.3040  -0.0649
C: -1.1588 0.5224 0.9309  0.1199
C: -0.8817 -0.5993 1.9260  0.4984
O: -1.7338 -0.8109 2.8731  0.2145
N: 0.5690 -0.5649 -0.5339  0.2467
C: 1.9487 -0.4825 -0.7070  0.0870
O: 2.3554 0.0914 -1.9606  0.0044
H: -0.3423 1.3257 -2.3518  -0.0064
H: -1.7174 0.2870 -1.8783  -0.0056
H: -1.5676 1.9748 -1.3793  -0.0102
H: 0.4234 1.4756 -0.0839  0.0020
H: -2.1507 0.3094 0.5475  0.0732
H: -1.1589 1.4656 1.5069  0.0052
H: 0.1261 -1.0189 1.9611  0.0891
H: 0.0954 -1.4496 -0.5741  -0.2454
H: 2.3764 0.1399 0.0794  -0.0140
H: 2.3802 -1.4852 -0.6251  -0.0164
H: 1.6071 0.0091 -2.5530  -0.0032

Verdict on stability: A comes out at the bottom.